No. 1
A structure of composition C18H51N4O9PS at a distorted geometry, computed with ωB97M-V/def2-TZVPD.

Calculated values
Highest occupied orbital energy (Ha): -0.3316
LUMO (eV): 0.4
Gap between HOMO and LUMO (eV): 9.415

Geometry as ORCA input:
```
! wB97M-V def2-TZVPD RIJCOSX def2/J DEFGRID3
* xyz 0 1
C 5.885 -0.145 1.429
C 4.489 -0.539 0.971
O 4.229 -0.356 -0.399
O 4.643 0.946 -0.804
S 4.911 0.860 -2.434
O 3.981 -0.091 -2.882
O 6.410 0.167 -2.570
P 6.506 -1.479 -2.650
O 6.047 -2.073 -3.874
H 6.243 0.762 0.979
H 5.825 0.040 2.489
H 6.563 -0.975 1.303
H 4.374 -1.593 1.149
H 3.762 -0.045 1.600
H 5.912 -1.985 -1.490
H 7.883 -1.676 -2.489
C -1.116 -4.077 0.513
C -0.644 -3.153 1.630
C -0.058 -1.827 1.123
O 1.254 -1.922 0.610
C 1.342 -2.336 -0.749
N 0.298 -3.883 2.485
H -0.284 -4.550 -0.007
H -1.734 -4.874 0.924
H -1.714 -3.533 -0.221
H -1.519 -2.902 2.237
H 0.011 -1.145 1.977
H -0.726 -1.351 0.393
H 0.511 -1.949 -1.344
H 1.381 -3.425 -0.828
H 2.272 -1.938 -1.154
H 0.538 -3.305 3.286
H 1.171 -3.971 1.971
C 1.289 3.328 4.663
C 0.673 2.139 3.934
C -0.651 1.659 4.547
O -0.512 0.897 5.729
C -0.381 1.646 6.923
N 1.664 1.062 3.857
H 1.741 3.038 5.611
H 2.077 3.772 4.055
H 0.543 4.099 4.860
H 0.450 2.463 2.913
H -1.132 0.990 3.827
H -1.340 2.498 4.711
H -0.978 2.562 6.890
H 0.663 1.894 7.125
H -0.742 1.025 7.742
H 1.288 0.307 3.288
H 1.742 0.654 4.784
C -1.171 -0.192 -3.445
C 0.285 0.166 -3.723
C 0.457 1.421 -4.592
O 0.215 1.225 -5.971
C -1.142 1.296 -6.363
N 0.959 -1.000 -4.293
H -1.662 -0.633 -4.312
H -1.230 -0.923 -2.638
H -1.741 0.688 -3.138
H 0.755 0.382 -2.759
H 1.502 1.735 -4.523
H -0.151 2.253 -4.212
H -1.692 2.037 -5.776
H -1.632 0.322 -6.279
H -1.167 1.593 -7.411
H 1.953 -0.798 -4.378
H 0.645 -1.110 -5.254
C -6.740 1.706 -0.822
C -5.384 2.007 -0.193
C -4.216 1.275 -0.870
O -4.099 -0.092 -0.530
C -4.914 -0.975 -1.279
N -5.455 1.727 1.243
H -7.105 0.714 -0.556
H -7.482 2.424 -0.474
H -6.694 1.774 -1.911
H -5.199 3.078 -0.316
H -3.286 1.738 -0.527
H -4.246 1.398 -1.961
H -5.022 -0.642 -2.315
H -5.901 -1.089 -0.823
H -4.430 -1.952 -1.276
H -4.586 2.019 1.683
H -5.462 0.717 1.360
*
```

---

No. 2
A cluster of 6 separate species, C18H51O21P5 in total at a distorted geometry, computed with ωB97M-V/def2-TZVPD.

Calculated values
SMILES: COP(=O)(OC)OC.COP(=O)(OC)OC.COP(=O)(OC)OC.COP(=O)(OC)OC.COP(=O)(OC)OC.CC(C)=O
Highest occupied orbital energy (Ha): -0.3509
LUMO (eV): 0.4
Gap between HOMO and LUMO (eV): 9.952

Geometry as ORCA input:
```
! wB97M-V def2-TZVPD RIJCOSX def2/J DEFGRID3
* xyz 0 1
C 0.605 2.848 -6.776
O -0.173 2.085 -5.753
P -0.494 0.460 -5.904
O -0.859 0.026 -7.313
O 1.095 0.172 -5.701
C 1.430 -1.105 -5.979
O -1.294 -0.436 -4.802
C -1.855 -1.682 -5.110
H -0.087 2.943 -7.665
H 1.350 2.371 -7.057
H 0.824 3.870 -6.451
H 0.957 -1.528 -6.966
H 1.344 -1.784 -5.290
H 2.538 -0.902 -6.120
H -1.152 -2.304 -5.457
H -2.757 -1.623 -5.855
H -2.214 -2.217 -4.244
C -1.280 -2.448 2.149
O -1.137 -1.933 0.824
P 0.144 -2.373 0.023
O -0.142 -3.643 -0.657
O 0.543 -1.234 -1.035
C 0.668 -1.610 -2.508
O 1.251 -2.638 1.087
C 2.661 -2.723 0.704
H -0.695 -1.914 2.850
H -1.003 -3.411 2.259
H -2.368 -2.131 2.435
H 1.332 -2.260 -2.456
H 1.029 -0.717 -3.018
H -0.290 -2.094 -2.902
H 2.684 -3.566 0.130
H 3.332 -2.804 1.340
H 2.751 -1.719 0.061
C -1.605 -1.235 7.698
O -1.295 0.160 7.320
P -1.669 0.597 5.783
O -0.588 0.107 4.878
O -3.113 -0.072 5.489
C -3.734 0.362 4.348
O -1.811 2.236 5.592
C -1.329 2.803 4.309
H -1.238 -1.318 8.754
H -1.077 -1.782 7.055
H -2.591 -1.265 7.702
H -3.256 0.347 3.457
H -4.075 1.395 4.657
H -4.648 -0.303 3.895
H -1.457 3.836 3.963
H -1.775 2.343 3.540
H -0.430 2.695 4.315
C -3.437 -1.954 -1.574
O -2.302 -1.100 -1.437
P -2.374 0.465 -1.787
O -3.695 0.746 -2.339
O -2.309 1.305 -0.426
C -3.375 1.385 0.464
O -1.212 1.126 -2.682
C -0.783 2.423 -2.647
H -3.865 -1.876 -2.565
H -4.130 -1.717 -0.943
H -3.003 -2.962 -1.257
H -4.350 1.705 -0.030
H -3.219 1.915 1.486
H -3.681 0.437 0.425
H -0.796 2.766 -1.505
H -1.697 2.900 -3.075
H -0.022 2.805 -3.307
C 3.013 2.367 4.214
O 2.258 1.160 4.393
P 2.368 -0.167 3.332
O 3.614 0.037 2.572
O 2.477 -1.554 4.212
C 1.860 -1.622 5.488
O 1.095 -0.065 2.315
C 0.760 1.093 1.640
H 2.564 2.924 3.388
H 3.976 2.097 4.056
H 3.107 2.962 4.992
H 2.245 -2.549 5.995
H 0.766 -1.856 5.430
H 1.893 -0.697 6.107
H 0.334 1.829 2.271
H -0.206 0.848 0.952
H 1.575 1.410 0.961
C 4.118 0.717 -4.374
C 3.746 0.343 -2.896
C 3.292 1.402 -1.819
O 3.932 -0.830 -2.572
H 4.617 -0.335 -4.742
H 4.831 1.396 -4.486
H 3.345 0.969 -4.823
H 2.358 1.873 -2.087
H 3.891 2.147 -2.035
H 3.373 0.848 -0.883
*
```